Entry 1:
The following is a DFT calculation (wB97M-V/def2-TZVPD) of a structure of composition C7H28FN14O7V at a distorted geometry.

Structure (ORCA input):
```
! RIJCOSX wB97M-V def2-TZVPD def2/J DEFGRID3
* xyz 2 3
V -1.77 -0.10 1.92
F -0.71 0.88 0.62
C 3.72 -1.48 0.42
O 4.16 -2.41 -0.23
N 4.35 -0.79 1.41
N 2.43 -1.02 0.30
H 3.72 -0.22 1.93
H 5.32 -0.85 1.66
H 1.72 -1.59 -0.13
H 2.13 -0.12 0.65
C -4.06 -0.84 -0.37
O -3.02 -0.68 0.33
N -5.32 -0.79 0.11
N -3.93 -0.78 -1.70
H -5.49 -0.71 1.10
H -6.07 -0.82 -0.56
H -4.67 -0.77 -2.38
H -2.97 -0.86 -2.03
C -0.85 -2.81 0.37
O -0.86 -1.79 1.12
N -0.97 -4.09 0.78
N -0.83 -2.63 -0.96
H -0.86 -4.84 0.12
H -0.71 -4.32 1.73
H -0.96 -1.71 -1.37
H -0.72 -3.38 -1.63
C -0.17 -0.08 -2.99
O -1.36 -0.42 -2.90
N 0.57 -0.42 -4.08
N 0.53 0.42 -1.94
H 0.05 -0.84 -4.83
H 1.45 0.02 -4.30
H 1.46 0.80 -2.09
H 0.07 0.70 -1.09
C 0.86 -1.22 3.44
O 0.05 -0.39 2.93
N 0.43 -2.47 3.76
N 2.17 -1.02 3.60
H 1.09 -3.04 4.27
H -0.56 -2.62 3.78
H 2.61 -0.13 3.43
H 2.76 -1.77 3.92
C 2.57 2.46 1.45
O 2.53 1.49 2.22
N 3.62 3.32 1.44
N 1.63 2.66 0.47
H 4.34 3.10 2.11
H 3.63 4.13 0.86
H 0.93 1.94 0.41
H 1.64 3.43 -0.18
C -2.34 3.88 -2.45
O -3.15 4.19 -3.29
N -1.11 4.48 -2.31
N -2.52 2.78 -1.63
H -0.98 5.41 -2.66
H -0.55 4.20 -1.53
H -1.74 2.32 -1.20
H -3.32 2.20 -1.83
*
```

Properties
HOMO energy (spin up / spin down) = -14.0 / -14.0 eV
HOMO-LUMO gap (spin up / spin down) = 4.42 / 5.64 eV
ΔE to the lowest compared entry with this formula, charge and spin = 86.8 kcal per mole
⟨S²⟩ = 2.017

***

Entry 2:
The following is a DFT calculation (wB97M-V/def2-TZVPD) of a structure of composition C7H28HfN18O19 at a distorted geometry.

Structure (ORCA input):
```
! RIJCOSX wB97M-V def2-TZVPD def2/J DEFGRID3
* xyz 0 1
Hf -0.04 -0.64 0.07
N 0.06 -3.72 2.16
O -0.82 -4.21 2.86
O 1.07 -4.33 2.08
O 0.02 -2.70 1.63
N -2.38 -3.22 -1.12
O -1.56 -2.32 -0.93
O -2.00 -4.31 -1.47
O -3.44 -3.04 -0.65
N 2.60 1.30 -1.48
O 2.22 1.74 -2.51
O 1.77 0.67 -0.84
O 3.72 1.35 -1.01
N 0.32 0.24 3.57
O 0.21 1.39 4.06
O 0.27 0.17 2.42
O 0.31 -0.80 4.24
C -3.10 0.92 -1.78
O -2.32 0.33 -1.00
N -3.19 0.49 -3.02
N -3.90 1.94 -1.49
H -2.59 -0.28 -3.24
H -3.75 0.92 -3.74
H -4.28 2.35 -2.34
H -3.93 2.54 -0.68
C 3.23 -1.19 1.69
O 2.15 -0.98 1.10
N 4.15 -0.26 1.92
N 3.64 -2.38 2.04
H 3.91 0.63 1.49
H 4.87 -0.35 2.62
H 4.57 -2.36 2.43
H 3.00 -3.16 2.03
C -0.14 -0.33 -3.59
O -0.22 -0.40 -2.38
N -0.41 0.77 -4.27
N 0.39 -1.25 -4.39
H -0.74 1.53 -3.69
H -0.25 0.91 -5.26
H 0.86 -2.02 -3.94
H 0.45 -1.01 -5.37
C 2.13 4.12 2.46
O 3.02 3.33 2.21
N 2.43 5.35 2.40
N 0.81 4.03 2.69
H 3.39 5.60 2.20
H 1.77 6.06 2.68
H 0.46 3.11 2.91
H 0.23 4.85 2.58
C 1.69 -3.48 -1.48
O 1.15 -2.39 -1.11
N 1.53 -4.64 -0.89
N 2.55 -3.59 -2.41
H 2.22 -5.32 -1.17
H 0.95 -4.79 -0.07
H 2.77 -4.52 -2.73
H 2.96 -2.76 -2.81
C -3.10 -0.73 1.95
O -2.01 -0.79 1.31
N -3.25 -0.26 3.15
N -4.32 -1.21 1.60
H -4.13 -0.06 3.60
H -2.42 0.06 3.64
H -4.44 -1.62 0.69
H -5.02 -1.13 2.32
C -0.63 2.76 -0.20
O -0.46 1.59 0.11
N -0.15 3.13 -1.35
N -1.57 3.60 0.16
H 0.69 2.70 -1.70
H -0.18 4.10 -1.63
H -1.76 3.73 1.14
H -2.04 4.25 -0.45
*
```

Properties
HOMO energy = -7.4 eV
HOMO-LUMO gap = 6.83 eV